A cluster of 2 separate species, C4H10NO5P in total in a non-equilibrium geometry, computed with ωB97M-V/def2-TZVPD.

LUMO (spin up / spin down) (eV): -1.614 / -1.359
Total energy (eV): -25318.6566
HOMO-LUMO gap (spin up / spin down) (eV): 8.1 / 8.2
ΔE to the lowest compared entry with this formula, charge and spin (kJ/mol): 1006.8
M (Da): 183.10

XYZ file:
```
21
Properties=species:S:1:pos:R:3:forces:R:3
C 0.6729 3.0477 0.4768 -0.6743 0.2879 -1.4122
C -0.2308 -2.6454 0.4153 1.0354 0.0258 -1.6576
C 0.1817 2.0128 -0.5403 0.9496 1.8603 0.3215
C 0.9768 -2.6477 -0.5310 1.4451 -3.5012 -1.7389
N 3.4474 0.0852 0.2191 -0.4117 -0.9952 -0.2935
O 3.9126 1.1848 0.3016 0.2510 0.5104 0.0148
O 4.0109 -0.9839 0.3699 0.1447 0.3789 0.0109
O 0.1225 -0.0009 1.9401 1.8124 -0.1006 -2.1169
O 1.1734 1.0610 -0.8341 1.3531 -0.7539 -1.2622
O 1.5281 -1.3956 -0.8589 0.4977 1.1053 -0.6651
P 1.6136 -0.1314 0.0335 -2.4183 -0.0239 3.8457
H 1.5558 3.5506 -0.0092 -1.0312 -0.1493 0.8215
H -0.2233 3.6664 0.5923 0.4534 0.7179 -0.1976
H 0.8741 2.7514 1.4756 0.4871 -0.9158 0.6911
H -0.8685 -1.9766 -0.1627 -1.1601 -0.7891 -0.1001
H -0.4519 -3.7272 0.4799 -0.7741 0.8512 0.1970
H -0.1958 -2.0795 1.3287 0.8505 -0.4337 0.7695
H 0.1229 2.5863 -1.4439 -0.1884 0.1758 -0.7230
H -0.7642 1.5571 -0.4327 -0.9318 -0.6390 0.8745
H 0.6703 -3.0822 -1.5735 -0.0581 0.9810 1.8210
H 1.8879 -3.3709 -0.3805 -1.6323 1.4074 0.7996
```
Positions in Å, forces in eV/Å.

Formally, the natural (NBO) partial charges of the atoms, in units of the elementary charge, are as follows: -0.64, -0.67, -0.05, -0.06, 0.30, -0.34, -0.37, -0.54, -0.82, -0.81, 1.83, 0.22, 0.22, 0.23, 0.21, 0.23, 0.27, 0.19, 0.20, 0.19, 0.20